No. 1
This record from the OMol25 dataset describes one molecule with the formula C4H7NO. The level of theory is ωB97M-V/def2-TZVPD.

HOMO	-9.80	eV
energy relative to the best compared isomer or geometry (same formula, charge and spin)	203.6	kJ/mol
spin multiplicity	1
F_max	0.57	eV/Å
Kohn-Sham gap	10.69	eV

```
13
Properties=species:S:1:pos:R:3:forces:R:3:mulliken_charge:R:1
C -1.3190 0.0320 -0.8166 -0.02 -0.10 0.21 -1.194
C -0.0288 -0.0083 -0.0079 -0.17 0.16 -0.25 0.948
C 0.3211 -0.7313 1.2754 -0.13 0.10 0.17 -0.530
N 0.6354 -1.3156 -0.0031 0.35 -0.08 -0.26 -0.547
C 0.7699 1.2501 -0.2197 -0.03 0.06 -0.27 -0.172
O 0.4457 2.0868 -1.0280 0.33 -0.17 0.44 -0.477
H -1.0627 0.4082 -1.8181 -0.07 -0.18 0.32 0.303
H -1.7275 -0.9749 -0.9226 -0.02 0.16 0.18 0.395
H -2.0684 0.7204 -0.4117 0.14 -0.18 0.05 0.276
H 1.1656 -0.3343 1.8495 -0.35 0.12 -0.15 0.226
H -0.4091 -1.2404 1.9033 -0.08 0.10 -0.39 0.227
H 1.6215 -1.2987 -0.2361 0.08 0.17 0.12 0.245
H 1.6563 1.4060 0.4356 -0.02 -0.16 -0.16 0.300
```
Forces are in eV/Å.

=====

No. 2
This record from the OMol25 dataset describes one molecule with the formula C4H7NO in a non-equilibrium geometry. The level of theory is ωB97M-V/def2-TZVPD.

HOMO	-7.89	eV
energy relative to the best compared isomer or geometry (same formula, charge and spin)	518.6	kJ/mol
spin multiplicity	1
F_max	1.52	eV/Å
Kohn-Sham gap	8.91	eV

```
13
Properties=species:S:1:pos:R:3:forces:R:3:mulliken_charge:R:1
O -0.7832 1.7431 1.6252 0.33 0.60 0.10 -0.403
N -0.6087 0.3743 1.8869 -1.18 -0.69 -0.07 -0.581
C -0.6176 -0.3031 0.8004 -1.25 -0.46 0.73 -0.234
C -0.5135 0.1460 -0.5686 0.63 0.09 0.43 -0.094
C 0.2757 -0.5953 -1.5895 0.09 -0.30 -0.42 -0.398
C 1.1047 -0.5016 -0.3870 0.51 0.43 -0.68 -0.511
H -0.9707 2.0687 2.5130 0.13 0.13 -0.22 0.349
H -0.7079 -1.3564 0.9403 0.31 -0.71 0.41 0.499
H -0.9852 1.1080 -0.8267 1.43 0.05 0.40 0.356
H -0.0230 -1.5514 -1.9956 0.03 -0.23 0.05 0.272
H 0.6443 0.0958 -2.3401 -0.44 -0.05 -0.30 0.226
H 1.2861 -1.4344 0.1730 -0.63 0.82 0.01 0.234
H 1.8989 0.2062 -0.2314 0.05 0.32 -0.45 0.284
```
Forces are in eV/Å.

=====

No. 3
This record from the OMol25 dataset describes one molecule with the formula C4H7NO in a non-equilibrium geometry. The level of theory is ωB97M-V/def2-TZVPD.

HOMO	-9.78	eV
energy relative to the best compared isomer or geometry (same formula, charge and spin)	209.0	kJ/mol
spin multiplicity	1
F_max	1.78	eV/Å
Kohn-Sham gap	10.74	eV

```
13
Properties=species:S:1:pos:R:3:forces:R:3:mulliken_charge:R:1
C 0.4460 -1.2638 1.6158 -0.01 0.12 -0.19 -1.007
C -0.1551 -0.7540 0.2873 -0.07 -0.07 -0.40 0.612
O -0.8375 -1.4962 -0.3915 0.40 0.25 0.22 -0.573
C 0.0247 0.7049 -0.0947 -1.35 0.62 -0.99 -0.096
C 0.2134 1.2495 -1.5732 0.78 -0.38 0.78 -0.300
N -1.0758 1.2906 -1.0009 0.01 -0.59 0.93 -0.550
H -0.3609 -1.6616 2.2454 0.11 0.09 -0.29 0.275
H 1.0055 -0.5338 2.2131 -0.19 0.06 -0.38 0.326
H 1.1242 -2.0975 1.3985 -0.19 0.13 -0.08 0.286
H 0.1512 1.2836 0.8376 0.42 0.25 -1.05 0.263
H 0.3985 0.5390 -2.3915 0.06 -0.03 0.64 0.237
H 0.6853 2.2222 -1.7603 0.02 -0.39 0.46 0.235
H -1.6195 0.5172 -1.3857 0.02 -0.05 0.36 0.290
```
Forces are in eV/Å.

=====

No. 4
This record from the OMol25 dataset describes one molecule with the formula C4H7NO in a non-equilibrium geometry. The level of theory is ωB97M-V/def2-TZVPD.

HOMO	-8.76	eV
energy relative to the best compared isomer or geometry (same formula, charge and spin)	164.6	kJ/mol
spin multiplicity	1
F_max	1.89	eV/Å
Kohn-Sham gap	9.64	eV

```
13
Properties=species:S:1:pos:R:3:forces:R:3:mulliken_charge:R:1
C 0.7892 -0.1018 -1.0380 -1.43 -0.40 0.20 -1.296
C 1.0580 -0.0998 1.8792 0.92 -0.05 1.24 0.691
N -1.6750 0.2618 -0.4694 -0.40 0.20 -0.06 -0.650
C -0.0629 0.2107 1.3075 -0.61 0.05 -0.60 -0.865
C -0.4378 -0.3378 -0.0508 1.73 -0.10 -0.76 0.349
O 2.0372 -0.3855 2.4474 -0.42 0.08 -0.49 -0.413
H -2.0325 -0.1690 -1.3134 0.08 0.10 0.03 0.252
H -1.5628 1.2574 -0.6293 -0.02 -0.07 -0.09 0.245
H -0.7060 0.9574 1.7407 0.01 0.01 0.34 0.340
H -0.5897 -1.4220 0.0035 -0.10 0.13 0.04 0.286
H 0.4874 -0.4477 -2.0262 0.07 -0.03 -0.16 0.368
H 1.0341 0.9567 -1.1078 0.04 0.03 0.15 0.316
H 1.6607 -0.6804 -0.7435 0.14 0.04 0.17 0.376
```
Forces are in eV/Å.

=====

No. 5
This record from the OMol25 dataset describes one molecule with the formula C4H7NO in a non-equilibrium geometry. The level of theory is ωB97M-V/def2-TZVPD.

HOMO	-9.47	eV
energy relative to the best compared isomer or geometry (same formula, charge and spin)	373.1	kJ/mol
spin multiplicity	1
F_max	1.60	eV/Å
Kohn-Sham gap	9.33	eV

```
13
Properties=species:S:1:pos:R:3:forces:R:3:mulliken_charge:R:1
C -0.9554 0.2941 -0.1591 0.15 -0.10 0.53 -0.621
C -0.0461 1.3446 -0.5606 0.75 -0.50 0.42 -0.269
O 1.6123 0.3948 0.1071 -1.25 0.98 0.16 -0.549
C 1.2595 -0.5117 0.9859 -0.31 -0.09 0.04 0.124
N 0.2719 -1.3346 0.8337 0.94 -0.60 -0.32 -0.631
C -0.4206 -1.1078 -0.4363 -0.05 -0.19 0.09 -0.333
H -0.7586 0.2321 0.9457 -0.77 0.79 -0.05 0.337
H -2.0317 0.4780 -0.1712 0.12 0.12 -0.61 0.462
H 0.5595 1.3317 -1.4473 -0.36 -0.05 -0.44 0.257
H -0.3175 2.3490 -0.1924 0.81 -0.50 0.29 0.275
H 1.7608 -0.5137 1.9652 0.06 0.02 -0.35 0.382
H -1.2127 -1.8442 -0.5849 0.15 0.05 0.12 0.298
H 0.2737 -1.1383 -1.2892 -0.23 0.08 0.12 0.268
```
Forces are in eV/Å.

=====

No. 6
This record from the OMol25 dataset describes one molecule with the formula C4H7NO. The level of theory is ωB97M-V/def2-TZVPD.

HOMO	-7.60	eV
energy relative to the best compared isomer or geometry (same formula, charge and spin)	310.6	kJ/mol
spin multiplicity	1
F_max	0.23	eV/Å
Kohn-Sham gap	8.05	eV

```
13
Properties=species:S:1:pos:R:3:forces:R:3:mulliken_charge:R:1
C -1.2519 -0.7199 -0.6944 -0.07 0.03 -0.05 -0.909
C -0.0787 0.4426 1.2591 -0.02 0.07 0.20 -0.856
N -0.0304 -0.5288 0.1333 -0.02 -0.19 -0.02 0.094
C 1.0800 0.3116 -0.4699 0.14 0.07 -0.16 -0.545
C 0.9507 1.2477 0.7751 0.01 -0.04 -0.06 0.619
O 1.5860 2.2506 1.0612 -0.14 -0.16 -0.01 -0.706
H -1.7557 -1.6439 -0.4018 0.05 0.16 0.01 0.345
H -0.9848 -0.7681 -1.7524 -0.03 -0.08 0.15 0.345
H -1.9044 0.1323 -0.5082 0.07 -0.06 -0.09 0.321
H -0.7406 0.3303 2.1064 0.11 0.02 -0.10 0.399
H 0.3275 -1.4502 0.3919 -0.01 0.10 -0.04 0.346
H 0.7729 0.7181 -1.4360 0.03 0.00 0.14 0.262
H 2.0056 -0.2629 -0.5700 -0.12 0.09 0.04 0.285
```
Forces are in eV/Å.

=====

No. 7
This record from the OMol25 dataset describes one molecule with the formula C4H7NO. The level of theory is ωB97M-V/def2-TZVPD.

HOMO	-9.66	eV
energy relative to the best compared isomer or geometry (same formula, charge and spin)	110.0	kJ/mol
spin multiplicity	1
F_max	0.41	eV/Å
Kohn-Sham gap	10.68	eV

```
13
Properties=species:S:1:pos:R:3:forces:R:3:mulliken_charge:R:1
C 0.7314 1.2927 -0.5512 0.03 0.05 0.02 -1.242
C 0.0884 -0.1012 -0.6563 0.16 0.03 -0.10 0.405
C 0.4711 -1.0735 0.4728 0.20 -0.02 -0.15 -0.472
O -0.6188 -0.9535 1.4045 -0.06 -0.05 0.11 -0.380
C -1.6156 -0.3940 0.6809 -0.13 0.15 -0.24 0.010
N -1.3719 0.0430 -0.4822 -0.16 -0.15 0.35 -0.599
H 0.9584 1.7103 -1.5349 -0.08 -0.05 0.10 0.311
H 1.6596 1.2665 0.0265 -0.04 -0.04 -0.11 0.285
H 0.0396 1.9758 -0.0496 0.14 -0.08 -0.04 0.346
H 0.2988 -0.5426 -1.6358 -0.03 0.06 0.19 0.403
H 1.4021 -0.8300 0.9875 -0.12 0.00 -0.05 0.267
H 0.5023 -2.1127 0.1245 0.01 0.14 0.06 0.278
H -2.5711 -0.3432 1.1941 0.09 -0.04 -0.12 0.389
```
Forces are in eV/Å.

=====

No. 8
This record from the OMol25 dataset describes one molecule with the formula C4H7NO. The level of theory is ωB97M-V/def2-TZVPD.

HOMO	-9.85	eV
energy relative to the best compared isomer or geometry (same formula, charge and spin)	163.3	kJ/mol
spin multiplicity	1
F_max	0.48	eV/Å
Kohn-Sham gap	10.85	eV

```
13
Properties=species:S:1:pos:R:3:forces:R:3:mulliken_charge:R:1
C -1.3388 -0.1243 0.6304 -0.02 0.04 0.05 -1.256
C -0.2753 -0.8338 -0.1747 -0.23 -0.12 0.07 0.206
C 0.3330 -0.1540 -1.3552 -0.04 0.07 -0.25 -0.435
N 1.1010 -0.3518 -0.1493 0.15 0.20 0.15 -0.243
C 1.4625 0.7413 0.6284 0.02 0.26 -0.10 0.065
O 1.7460 1.8356 0.1994 -0.03 -0.45 0.15 -0.495
H -1.4405 -0.5553 1.6321 0.05 0.06 -0.14 0.306
H -2.3099 -0.2033 0.1312 0.14 -0.03 0.06 0.322
H -1.1011 0.9403 0.7390 -0.06 -0.15 -0.06 0.351
H -0.3579 -1.9199 -0.1993 0.04 0.18 -0.03 0.333
H 0.6489 -0.7368 -2.2165 -0.04 0.08 0.15 0.231
H 0.0233 0.8684 -1.5696 0.03 -0.17 0.06 0.246
H 1.5089 0.4936 1.7041 0.01 0.03 -0.11 0.369
```
Forces are in eV/Å.

=====

No. 9
This record from the OMol25 dataset describes C4H7NO as an isolated structure in a non-equilibrium geometry. The level of theory is ωB97M-V/def2-TZVPD.

HOMO	-9.26	eV
energy relative to the best compared isomer or geometry (same formula, charge and spin)	517.5	kJ/mol
spin multiplicity	1
F_max	1.99	eV/Å
Kohn-Sham gap	10.20	eV

```
13
Properties=species:S:1:pos:R:3:forces:R:3:mulliken_charge:R:1
O 1.6646 -1.0096 0.6057 0.25 0.15 -0.15 -0.545
C 0.2960 -0.9185 0.3551 -0.17 -0.13 0.04 -0.126
C -0.5586 0.1787 1.0290 0.13 -0.18 0.36 -0.406
N -1.1741 0.4581 -0.2795 -0.30 -0.29 0.48 -0.313
C 0.0649 1.0327 -1.2220 -0.58 0.15 0.85 -0.780
C -0.2215 -0.3952 -1.0058 -0.21 -0.37 -0.04 0.048
H 2.0821 -0.2144 0.2507 0.05 -0.13 0.10 0.357
H -0.1280 -1.9034 0.5686 0.11 0.14 -0.07 0.357
H -0.0224 1.0368 1.4520 -0.12 -0.21 -0.04 0.260
H -1.3169 -0.1671 1.7346 0.20 -0.09 0.05 0.268
H 0.8599 1.4313 -0.5782 -0.37 0.12 -0.16 0.166
H -1.0104 1.5309 -1.1019 0.99 0.77 -1.55 0.454
H -0.5357 -1.0603 -1.8084 0.02 0.09 0.12 0.261
```
Forces are in eV/Å.

=====

No. 10
This record from the OMol25 dataset describes a 2-piece molecular cluster, C4H7NO overall in a non-equilibrium geometry. The level of theory is ωB97M-V/def2-TZVPD.

HOMO	-10.80	eV
energy relative to the best compared isomer or geometry (same formula, charge and spin)	159.8	kJ/mol
spin multiplicity	1
F_max	1.13	eV/Å
Kohn-Sham gap	11.50	eV

```
13
Properties=species:S:1:pos:R:3:forces:R:3:mulliken_charge:R:1
O 2.0028 -1.2916 1.5370 0.11 -0.06 -0.14 -0.650
C 0.9365 0.7886 -0.4718 -0.17 -0.05 -0.09 -0.940
C -0.1417 0.0910 -0.8152 0.24 0.12 -0.02 -0.013
C -1.3355 -0.0930 0.0921 0.02 -0.02 0.10 -0.269
C -2.4658 0.7245 -0.3688 -0.79 0.55 -0.34 0.169
N -3.3369 1.3787 -0.7568 0.84 -0.65 0.39 -0.375
H 2.9413 -1.3292 1.3164 -0.13 -0.03 0.09 0.317
H 1.7671 0.9206 -1.1595 -0.13 -0.04 0.07 0.301
H 1.0266 1.2554 0.5060 -0.03 -0.07 -0.12 0.284
H 1.5638 -1.1365 0.6895 0.08 0.01 0.13 0.347
H -0.2158 -0.3592 -1.8026 0.01 0.07 0.10 0.286
H -1.0859 0.1911 1.1195 -0.04 0.01 -0.14 0.260
H -1.6566 -1.1404 0.1143 0.03 0.14 -0.03 0.282
```
Forces are in eV/Å.

=====

No. 11
This record from the OMol25 dataset describes C4H7NO as an isolated structure. The level of theory is ωB97M-V/def2-TZVPD.

HOMO	-8.70	eV
energy relative to the best compared isomer or geometry (same formula, charge and spin)	475.0	kJ/mol
spin multiplicity	1
F_max	0.36	eV/Å
Kohn-Sham gap	9.36	eV

```
13
Properties=species:S:1:pos:R:3:forces:R:3:mulliken_charge:R:1
O 3.0611 -1.4211 -0.1726 -0.26 0.19 -0.09 -0.527
C 2.1149 -0.7190 -0.4619 0.08 -0.07 0.07 0.157
N 0.8367 -0.8807 -0.0047 0.24 -0.11 -0.18 -0.664
C -0.0455 0.1719 -0.3657 -0.01 0.19 -0.23 0.209
C -1.0256 0.5345 0.9416 -0.18 0.15 0.27 -0.726
C -1.4923 0.0024 -0.4250 -0.05 -0.08 -0.13 -0.520
H 2.2519 0.1382 -1.1750 -0.01 -0.11 0.09 0.199
H 0.2471 -0.0017 0.9670 -0.03 0.06 0.19 0.324
H 0.3664 1.1005 -0.7807 -0.06 -0.17 0.06 0.371
H -1.2250 -0.1838 1.7385 0.09 0.08 -0.11 0.364
H -1.1689 1.5818 1.1847 0.03 -0.19 -0.06 0.301
H -2.0647 0.6974 -1.0321 0.12 -0.09 0.10 0.242
H -1.8562 -1.0203 -0.4140 0.05 0.16 0.02 0.271
```
Forces are in eV/Å.

=====

No. 12
This record from the OMol25 dataset describes one molecule with the formula C4H7NO in a non-equilibrium geometry. The level of theory is ωB97M-V/def2-TZVPD.

HOMO	-10.53	eV
energy relative to the best compared isomer or geometry (same formula, charge and spin)	154.7	kJ/mol
spin multiplicity	1
F_max	1.13	eV/Å
Kohn-Sham gap	11.40	eV

```
13
Properties=species:S:1:pos:R:3:forces:R:3:mulliken_charge:R:1
C -1.9357 -0.5636 0.1330 -0.03 0.00 0.00 -1.223
C -0.5041 -0.3198 -0.2975 -0.17 -0.12 -0.21 -0.201
O 0.1743 0.2571 0.8138 0.05 -0.02 0.09 -0.338
C 1.4119 0.8556 0.5459 0.16 0.13 0.03 -0.267
C 2.1815 0.1811 -0.5221 0.46 -0.50 -0.76 0.277
N 2.7307 -0.3472 -1.3919 -0.47 0.52 0.89 -0.382
H -2.4650 0.3838 0.2693 0.06 -0.13 0.01 0.297
H -2.4688 -1.1591 -0.6148 0.10 0.10 0.08 0.366
H -1.9479 -1.1066 1.0822 -0.01 0.04 -0.13 0.311
H -0.4642 0.3436 -1.1746 0.01 -0.01 0.18 0.334
H -0.0089 -1.2604 -0.5770 -0.08 0.15 0.04 0.300
H 1.9952 0.8219 1.4717 -0.05 0.02 -0.15 0.285
H 1.3011 1.9134 0.2620 -0.03 -0.18 -0.06 0.242
```
Forces are in eV/Å.

=====

Per-record LUMO energy, Eh: 0.033; 0.037; 0.035; 0.032; -0.005; 0.017; 0.038; 0.037; 0.034; 0.026; 0.024; 0.032